[1]
Computed, not measured: a 10-piece molecular cluster, C18H56N6O10 overall, with wB97M-V/def2-TZVPD.

As for the total charge: 0. The value obtained for the HOMO-LUMO gap is 8.283 eV. The energy relative to the best compared isomer or geometry (same formula, charge and spin) is 1217.8 kJ/mol. As for the LUMO energy: -0.2 eV.

Element x y z (Å)
N -3.74 2.17 0.16
C -2.79 2.43 0.99
N -1.52 2.44 0.55
O -3.18 2.59 2.32
H -4.74 2.17 0.58
H -3.60 1.57 -0.74
H -0.93 2.73 1.32
H -1.14 2.48 -0.49
N -1.06 4.12 3.77
C 0.12 3.80 3.30
N 0.20 2.69 2.64
O 1.17 4.72 3.57
H -1.04 4.79 4.51
H -1.87 3.69 3.33
H 1.14 2.50 2.20
H -0.52 1.95 2.69
N -2.69 3.64 -1.93
C -1.47 3.44 -2.41
N -0.98 2.30 -2.07
O -0.93 4.45 -3.22
H -3.10 4.59 -2.03
H -2.96 3.19 -1.00
H -0.04 2.15 -2.45
H -1.68 1.54 -1.99
C -3.55 -4.76 -0.43
C -2.46 -3.70 -0.59
C -1.06 -4.11 -1.10
O -2.89 -2.78 -1.35
H -3.12 -5.54 0.20
H -3.95 -5.32 -1.32
H -4.46 -4.37 0.11
H -2.49 -3.29 0.45
H -0.66 -4.70 -0.26
H -0.47 -3.21 -1.23
H -1.03 -4.66 -2.02
H -2.34 -2.04 -1.18
C 3.45 1.14 -2.00
C 2.07 0.66 -2.50
C 1.27 0.24 -1.32
O 1.45 1.54 -3.08
H 3.96 0.37 -1.46
H 3.27 1.88 -1.27
H 4.23 1.50 -2.64
H 2.18 -0.16 -3.18
H 1.26 0.97 -0.57
H 1.76 -0.66 -0.91
H 0.26 -0.18 -1.52
H 1.00 1.06 -3.83
C 4.64 -2.25 -0.07
C 4.24 -3.70 -0.38
C 2.84 -3.81 0.07
O 4.22 -4.05 -1.55
H 5.63 -2.16 -0.39
H 4.76 -2.15 1.03
H 4.11 -1.48 -0.52
H 4.94 -4.31 0.22
H 2.11 -3.64 -0.73
H 2.66 -3.08 0.91
H 2.55 -4.79 0.35
H 5.15 -4.07 -1.84
C 3.72 2.21 3.33
C 3.48 1.88 1.87
C 3.23 0.37 1.71
O 2.50 2.29 1.27
H 3.34 3.19 3.56
H 4.86 2.12 3.54
H 3.14 1.59 4.03
H 4.36 2.13 1.30
H 3.83 -0.25 2.23
H 3.52 0.17 0.67
H 2.19 0.10 1.98
H 2.84 2.84 0.61
C -4.50 -0.97 1.24
O -5.89 -1.07 1.19
H -4.13 -1.99 1.42
H -4.25 -0.22 1.98
H -4.01 -0.65 0.33
H -6.12 -1.01 0.24
C -2.44 -0.28 -2.98
O -3.26 0.15 -2.01
H -2.80 -1.15 -3.39
H -1.36 -0.42 -2.71
H -2.61 0.44 -3.81
H -4.07 0.01 -2.52
C -0.36 -0.88 1.39
O -1.33 -0.87 0.41
H -0.73 -0.48 2.33
H 0.27 -0.05 1.02
H 0.18 -1.80 1.61
H -1.76 -0.02 0.44

Atom charges from the Mulliken analysis, given in e for atoms 1 to 4:
1. N -0.2109
2. C 0.5504
3. N 0.1209
4. O -0.8785

=====

[2]
Computed, not measured: a 10-piece molecular cluster, C18H56N8O10 overall, with wB97M-V/def2-TZVPD.

As for the total charge: 0. The value obtained for the HOMO-LUMO gap is 8.446 eV. The energy relative to the best compared isomer or geometry (same formula, charge and spin) is 1013.3 kJ/mol. As for the LUMO energy: -0.2 eV.

Element x y z (Å)
N 2.98 -2.51 -2.07
C 3.31 -2.71 -3.36
N 2.38 -2.30 -4.11
O 4.51 -3.25 -3.89
H 3.60 -3.00 -1.37
H 2.06 -2.26 -1.71
H 2.56 -2.60 -5.08
H 1.58 -1.79 -3.87
N 2.37 0.42 2.45
C 3.10 1.28 3.16
N 3.76 0.61 4.05
O 3.11 2.69 3.05
H 1.65 0.77 1.74
H 2.13 -0.60 2.69
H 4.55 1.18 4.44
H 3.91 -0.41 4.24
N -1.85 0.20 4.82
C -0.91 -0.11 4.00
N 0.21 0.42 4.38
O -1.03 -0.92 2.86
H -2.73 -0.31 4.73
H -1.75 0.68 5.74
H 1.03 0.31 3.75
H 0.33 0.99 5.23
N -3.57 -0.68 1.92
C -4.68 -1.27 2.00
N -4.60 -2.21 2.85
O -5.84 -0.88 1.28
H -3.51 -0.05 1.18
H -2.65 -1.16 2.22
H -5.43 -2.59 3.19
H -3.75 -2.59 3.31
C 0.31 2.37 1.16
C -0.23 1.19 0.32
C -0.58 1.41 -1.15
O 0.64 0.28 0.32
H 0.55 1.99 2.14
H -0.46 3.05 1.26
H 1.16 2.78 0.63
H -1.09 0.79 0.90
H -0.80 0.51 -1.63
H 0.25 1.92 -1.57
H -1.40 2.14 -1.23
H 0.40 -0.49 -0.18
C -2.18 0.01 -4.21
C -0.81 -0.40 -4.67
C 0.36 0.57 -4.49
O -0.44 -1.51 -4.30
H -2.21 0.54 -3.23
H -2.66 -0.97 -3.98
H -2.81 0.56 -4.98
H -0.87 -0.46 -5.80
H 1.28 0.09 -4.82
H 0.40 0.81 -3.45
H 0.18 1.63 -5.01
H -0.56 -2.13 -5.03
C 0.35 -3.17 0.17
C -0.24 -2.55 -1.08
C -1.62 -2.02 -0.78
O 0.44 -1.67 -1.66
H -0.27 -4.06 0.43
H 0.47 -2.42 0.93
H 1.38 -3.54 0.01
H -0.38 -3.31 -1.81
H -2.24 -2.86 -0.48
H -1.98 -1.58 -1.71
H -1.63 -1.31 -0.02
H 0.00 -1.44 -2.51
C 4.24 1.70 -0.27
C 3.74 0.50 -1.09
C 3.25 1.01 -2.47
O 4.53 -0.43 -1.39
H 4.86 2.36 -0.90
H 4.73 1.32 0.66
H 3.38 2.33 0.07
H 3.02 0.04 -0.45
H 2.96 0.26 -3.20
H 4.04 1.62 -2.86
H 2.42 1.69 -2.37
H 4.02 -1.16 -1.79
C -3.83 1.73 0.08
O -3.56 0.48 -0.55
H -4.86 1.58 0.46
H -3.79 2.53 -0.58
H -3.13 1.85 0.96
H -4.23 0.20 -1.18
C -1.84 3.39 4.18
O -2.29 2.32 3.38
H -1.92 3.08 5.22
H -2.49 4.17 3.98
H -0.85 3.86 4.01
H -1.87 1.50 3.74

Atom charges from the Mulliken analysis, given in e for atoms 1 to 4:
1. N -0.4371
2. C 0.2346
3. N -0.1920
4. O -0.7689

=====

[3]
Computed, not measured: a 9-piece molecular cluster, C18H57BO9SSi overall, with wB97M-V/def2-TZVPD.

As for the total charge: 0. The value obtained for the HOMO-LUMO gap is 9.182 eV. As for the LUMO energy: 0.5 eV.

Element x y z (Å)
C 0.39 0.58 1.96
C -0.95 0.04 1.45
C -0.79 -0.72 0.13
C -0.37 0.24 -1.03
C -1.58 0.71 -1.88
B 0.77 -0.38 -1.91
S 0.34 -1.76 -3.11
C 2.27 0.06 -1.75
C 2.34 1.57 -1.98
O 1.30 1.91 -2.89
Si 1.32 3.38 -3.68
C 0.60 4.70 -2.55
C 0.18 3.15 -5.15
C 3.03 3.86 -4.27
H 0.63 1.51 1.43
H 0.35 0.82 3.02
H 1.19 -0.13 1.75
H -1.37 -0.62 2.22
H -1.64 0.87 1.28
H -0.07 -1.54 0.26
H -1.75 -1.16 -0.14
H 0.05 1.14 -0.58
H -1.29 0.82 -2.93
H -1.94 1.68 -1.55
H -2.39 -0.01 -1.85
H 0.58 -1.18 -4.30
H 2.87 -0.44 -2.52
H 2.67 -0.21 -0.76
H 2.22 2.10 -1.03
H 3.32 1.84 -2.38
H -0.38 5.01 -2.93
H 1.23 5.59 -2.46
H 0.42 4.30 -1.54
H 0.32 3.91 -5.91
H 0.37 2.16 -5.56
H -0.85 3.13 -4.79
H 2.95 4.51 -5.14
H 3.63 2.99 -4.54
H 3.58 4.40 -3.48
C 4.38 -2.03 2.00
O 3.35 -1.24 1.40
H 5.02 -1.35 2.55
H 3.96 -2.75 2.70
H 4.97 -2.55 1.24
H 2.77 -1.83 0.92
C -2.31 1.22 5.17
O -1.29 0.23 5.09
H -2.71 1.37 4.17
H -3.12 0.89 5.82
H -1.90 2.16 5.54
H -0.94 0.10 5.97
C 2.79 -0.05 5.04
O 2.37 -1.14 4.24
H 2.92 -0.42 6.06
H 3.75 0.36 4.69
H 2.05 0.76 5.05
H 2.27 -0.82 3.34
C 2.65 4.01 1.90
O 2.73 3.02 2.92
H 1.90 4.74 2.22
H 3.60 4.53 1.77
H 2.33 3.58 0.95
H 3.38 2.37 2.64
C -1.16 -0.06 -7.15
O 0.07 -0.43 -6.54
H -1.94 -0.65 -6.70
H -1.38 1.00 -6.99
H -1.15 -0.26 -8.23
H 0.77 0.09 -6.93
C -1.71 -4.59 -0.35
O -0.34 -4.82 -0.67
H -2.05 -5.44 0.23
H -1.83 -3.69 0.25
H -2.32 -4.50 -1.25
H 0.00 -4.07 -1.15
C -5.65 -5.62 0.77
O -4.42 -5.04 1.19
H -5.58 -5.77 -0.31
H -5.82 -6.58 1.25
H -6.49 -4.96 0.97
H -4.46 -4.90 2.14
C -3.66 -2.21 4.84
O -4.40 -2.98 3.91
H -3.47 -2.83 5.71
H -2.70 -1.89 4.42
H -4.22 -1.33 5.16
H -4.56 -2.44 3.13

Atom charges from the Mulliken analysis, given in e for atoms 1 to 4:
1. C 0.1202
2. C -0.7380
3. C -0.6081
4. C 1.8663

=====

[4]
Computed, not measured: a 9-piece molecular cluster, C18H57N3O9 overall, with wB97M-V/def2-TZVPD.

As for the total charge: 0. The value obtained for the HOMO-LUMO gap is 8.959 eV. The energy relative to the best compared isomer or geometry (same formula, charge and spin) is 274.3 kJ/mol. As for the LUMO energy: 0.2 eV.

Element x y z (Å)
C 1.82 2.10 -4.05
O 0.55 1.45 -3.74
C -0.26 1.24 -4.86
C -1.55 0.49 -4.48
C -2.31 -0.09 -5.54
N -2.44 1.43 -3.75
H 2.32 1.45 -4.81
H 2.36 2.16 -3.09
H 1.66 3.04 -4.58
H -0.57 2.24 -5.34
H 0.35 0.57 -5.62
H -1.21 -0.26 -3.76
H -3.20 -0.66 -5.14
H -1.71 -0.78 -6.15
H -2.73 0.65 -6.27
H -2.90 1.97 -4.51
H -2.02 2.07 -3.04
C -1.30 0.35 4.73
O -1.99 -0.86 4.41
C -1.34 -1.36 3.26
C -2.04 -2.51 2.56
C -1.30 -2.96 1.29
N -3.39 -2.16 2.23
H -1.45 1.03 3.88
H -0.17 0.27 4.95
H -1.69 0.75 5.67
H -1.18 -0.53 2.47
H -0.30 -1.57 3.62
H -2.11 -3.38 3.21
H -2.10 -3.58 0.83
H -0.37 -3.47 1.48
H -0.98 -2.08 0.70
H -3.93 -1.76 3.01
H -3.57 -1.50 1.45
C 2.61 -1.03 5.73
O 2.66 0.10 4.90
C 2.88 -0.21 3.55
C 2.99 1.06 2.70
C 1.73 1.90 2.75
N 3.24 0.64 1.34
H 3.52 -1.60 5.68
H 1.85 -1.71 5.27
H 2.43 -0.85 6.80
H 3.76 -0.78 3.40
H 2.04 -0.80 3.18
H 3.61 1.76 3.23
H 1.70 2.51 3.60
H 0.88 1.23 2.75
H 1.69 2.54 1.87
H 2.95 1.24 0.63
H 4.15 0.20 1.11
C -2.63 -1.75 -2.09
O -3.26 -0.50 -1.75
H -1.70 -1.47 -2.66
H -2.42 -2.19 -1.11
H -3.27 -2.43 -2.70
H -3.15 0.05 -2.52
C 2.59 -3.16 1.62
O 2.07 -4.00 0.59
H 2.96 -3.79 2.43
H 3.44 -2.48 1.28
H 1.81 -2.57 2.03
H 2.06 -3.65 -0.31
C -2.04 4.46 -2.53
O -1.25 3.57 -1.89
H -1.80 5.50 -2.35
H -2.06 4.35 -3.58
H -3.15 4.36 -2.21
H -1.49 3.34 -0.97
C -3.12 1.84 0.88
O -1.81 2.36 0.56
H -3.39 0.99 0.18
H -3.20 1.59 1.98
H -3.84 2.62 0.65
H -1.10 1.68 0.51
C 4.08 -1.68 -1.57
O 2.79 -2.31 -1.63
H 4.32 -1.56 -0.50
H 4.88 -2.17 -2.15
H 3.94 -0.64 -1.93
H 2.56 -2.38 -2.61
C 0.74 0.03 -0.75
O 0.17 1.32 -0.57
H 0.02 -0.70 -1.31
H 1.68 0.06 -1.32
H 0.94 -0.39 0.22
H -0.02 1.76 -1.44

Atom charges from the Mulliken analysis, given in e for atoms 1 to 4:
1. C -0.8049
2. O -0.0221
3. C -0.9790
4. C 1.3624

=====

[5]
Computed, not measured: C18H58BaF3O16 as an isolated structure, with wB97M-V/def2-TZVPD.

As for the total charge: -1. The value obtained for the HOMO-LUMO gap is 7.441 eV. The energy relative to the best compared isomer or geometry (same formula, charge and spin) is 230.9 kJ/mol. As for the LUMO energy: 2.0 eV.

Element x y z (Å)
Ba 3.82 22.41 -21.66
C 0.60 23.75 -21.02
O 1.04 22.51 -21.58
O 1.83 24.41 -20.77
C -0.55 24.48 -21.80
F -1.60 23.68 -21.81
F -0.96 25.59 -21.21
F -0.31 24.72 -23.09
C 0.19 21.38 -21.35
C 0.50 20.45 -22.48
H 0.21 20.86 -23.45
H 1.56 20.17 -22.48
H -0.06 19.53 -22.32
H -0.89 21.48 -21.48
H 0.37 20.99 -20.35
H 0.17 23.53 -20.04
O 4.60 20.21 -23.54
C 4.67 18.99 -22.82
C 4.86 18.96 -21.19
O 4.14 19.86 -20.31
H 5.55 18.49 -23.22
H 3.75 18.46 -23.06
H 5.90 19.23 -21.02
H 4.72 17.96 -20.80
C 3.53 22.41 -17.70
O 2.80 21.72 -18.66
H 3.14 23.42 -17.60
H 3.45 21.85 -16.76
H 4.58 22.53 -18.00
H 3.31 21.01 -19.06
C 8.50 18.23 -25.20
O 7.50 17.93 -26.12
H 8.54 19.32 -25.22
H 8.27 17.86 -24.20
H 9.48 17.85 -25.49
H 6.84 18.62 -26.00
C 2.77 19.36 -26.72
O 2.18 19.20 -25.44
H 3.20 20.35 -26.90
H 3.57 18.62 -26.82
H 2.00 19.20 -27.47
H 2.83 19.41 -24.76
C 1.80 18.34 -17.99
O 1.65 18.82 -19.34
H 0.84 17.90 -17.73
H 2.59 17.59 -17.96
H 1.98 19.19 -17.33
H 2.49 19.14 -19.68
C 2.03 15.90 -21.44
O 0.71 15.51 -21.22
H 2.18 16.79 -22.04
H 2.58 16.00 -20.50
H 2.51 15.14 -22.06
H 0.23 16.26 -20.85
C 2.05 22.68 -25.17
O 3.24 22.46 -24.43
H 1.65 23.59 -24.71
H 2.16 22.88 -26.23
H 1.35 21.85 -25.06
H 3.62 21.58 -24.53
C 6.14 18.08 -17.35
O 6.01 19.44 -17.78
H 7.05 17.87 -16.79
H 5.34 17.92 -16.62
H 6.27 17.36 -18.16
H 5.55 19.42 -18.63
C 8.45 17.76 -21.15
O 9.29 16.67 -21.28
H 8.64 18.33 -20.25
H 8.58 18.46 -21.98
H 7.40 17.47 -21.10
H 9.18 16.03 -20.57
C 5.55 14.94 -20.77
O 4.88 13.91 -20.16
H 4.94 15.27 -21.62
H 5.80 15.78 -20.11
H 6.55 14.67 -21.08
H 4.78 13.15 -20.73
C 7.89 21.48 -22.26
O 6.56 22.04 -22.50
H 8.49 22.09 -21.58
H 7.69 20.53 -21.77
H 8.43 21.30 -23.19
H 6.08 21.38 -23.01
C 6.26 21.50 -26.22
O 5.96 20.16 -25.98
H 6.98 21.68 -27.02
H 5.36 22.01 -26.56
H 6.58 22.03 -25.32
H 5.59 20.14 -25.09
C 4.22 16.04 -25.73
O 3.12 15.10 -25.92
H 3.95 16.68 -24.88
H 5.08 15.50 -25.35
H 4.54 16.67 -26.56
H 2.34 15.61 -25.68

Atom charges from the Mulliken analysis, given in e for atoms 1 to 4:
1. Ba 1.7109
2. C -0.1493
3. O 0.2036
4. O -0.9596